{"formula": "C4H8O2", "method": "the ωB97M-V functional and the def2-TZVPD basis", "e_lumo_ev": 0.732, "homo_lumo_gap_ev": 9.746, "charge": 0, "total_energy_ev": -8369.4117, "e_above_lowest_kcal_mol": 89.2, "symbols": ["C", "C", "O", "C", "C", "O", "H", "H", "H", "H", "H", "H", "H", "H"], "coordinates": [[-2.125076, -0.376980, -0.549271], [-0.619678, -0.330537, -0.417796], [-0.284924, 0.694849, 0.506281], [1.030892, 0.942139, 0.693386], [2.114118, -0.026354, 0.730991], [3.288056, 0.286789, 0.936110], [-2.517753, 0.578781, -0.907251], [-2.584036, -0.609087, 0.415390], [-2.404752, -1.156785, -1.262981], [-0.223559, -1.293156, -0.079627], [-0.126808, -0.085243, -1.376513], [1.115768, 1.892922, 1.266352], [1.630110, 0.520157, -0.528311], [1.707646, -1.037489, 0.573238]], "forces_ev_per_angstrom": [[-0.0189, -0.0453, -0.0358], [-0.0874, -0.1603, -0.0629], [-0.2156, -0.2593, 0.1324], [0.5275, -0.2772, -0.8357], [0.2664, 0.1793, 1.5256], [-0.5493, -0.6381, 0.0530], [0.0805, -0.1175, 0.0684], [0.0424, 0.0365, -0.1259], [0.0076, 0.0873, 0.0795], [-0.1506, 0.0154, -0.0492], [-0.0759, -0.0645, 0.1522], [0.6210, -0.3930, -1.2103], [-1.0373, 2.0863, 0.4919], [0.5896, -0.4494, -0.1832]]}